Entry 1:
57
Properties=species:S:1:pos:R:3:mulliken_charge:R:1 method="wB97M-V/def2-TZVPD" relative_energy_kcal_mol=39.4 gap_ev=8.8 lumo_ev=0.414 homo_ev=-8.40
O 5.73 1.77 0.89 -0.654
C 4.77 1.15 0.48 -0.008
N 4.89 -0.22 0.34 -0.065
C 3.94 -1.19 0.03 -0.384
C 4.33 -2.36 -0.62 -0.615
C 3.40 -3.29 -1.03 -0.800
C 2.05 -3.06 -0.81 0.381
Cl 0.88 -4.14 -1.43 -0.198
C 1.65 -1.93 -0.11 -0.264
S -0.06 -1.39 -0.01 1.883
O -0.43 -1.09 -1.36 -0.823
O -0.10 -0.34 0.96 -0.699
N -0.91 -2.75 0.49 0.116
C -1.19 -2.80 1.91 -0.847
C -2.64 -2.34 2.17 -0.468
O -3.05 -1.44 1.17 -0.386
C -3.19 -2.06 -0.09 -0.479
C -2.05 -3.08 -0.34 -0.823
C 2.59 -1.03 0.35 -0.623
C 3.48 1.78 0.12 -0.151
C 2.75 1.45 -1.02 0.153
C 1.53 2.04 -1.28 -0.165
C 1.02 3.00 -0.42 0.667
O -0.15 3.67 -0.57 -0.503
C -1.14 3.19 -1.45 -1.176
C -1.84 1.92 -0.93 1.847
C -2.26 2.08 0.54 -0.248
C -3.76 1.78 0.53 -0.339
C -4.14 2.10 -0.92 -0.627
O -3.02 1.68 -1.69 -0.568
C 1.78 3.39 0.69 -0.603
C 2.99 2.79 0.95 -0.698
H 5.84 -0.55 0.43 0.248
H 5.38 -2.52 -0.84 0.425
H 3.71 -4.19 -1.54 0.444
H -1.03 -3.82 2.26 0.465
H -0.48 -2.13 2.39 0.437
H -2.71 -1.79 3.11 0.366
H -3.32 -3.20 2.21 0.291
H -3.13 -1.25 -0.82 0.284
H -4.16 -2.56 -0.16 0.352
H -2.36 -4.10 -0.08 0.430
H -1.74 -3.05 -1.38 0.452
H 2.24 -0.19 0.92 0.992
H 3.14 0.72 -1.72 0.457
H 0.98 1.73 -2.16 0.311
H -0.75 3.03 -2.46 0.325
H -1.87 4.01 -1.50 0.388
H -1.19 1.06 -1.07 -0.911
H -1.71 1.39 1.17 -0.003
H -2.06 3.10 0.88 0.486
H -4.32 2.39 1.24 0.453
H -3.94 0.73 0.75 -0.097
H -5.01 1.55 -1.28 0.387
H -4.31 3.17 -1.05 0.299
H 1.39 4.16 1.34 0.449
H 3.57 3.08 1.82 0.437

Entry 2:
14
Properties=species:S:1:pos:R:3:mulliken_charge:R:1 method="wB97M-V/def2-TZVPD" relative_energy_kcal_mol=80.3 gap_ev=9.3 lumo_ev=0.823 homo_ev=-8.46
H -2.90 -1.51 -0.07 0.248
N -2.64 -0.41 0.23 -0.643
C -1.34 -0.27 -0.19 0.130
N -0.62 0.96 0.02 -0.306
C 0.79 1.10 -0.31 -0.718
C 1.78 0.05 0.40 -0.374
O 1.52 -1.24 -0.20 -0.503
H -0.68 -1.07 -0.84 0.201
H -1.13 1.87 0.61 0.301
H 0.84 0.82 -1.33 0.345
H 1.16 2.10 -0.04 0.391
H 1.41 -0.06 1.48 0.286
H 2.76 0.44 0.26 0.347
H 1.85 -1.90 0.40 0.295

Entry 3:
21
Properties=species:S:1:pos:R:3:mulliken_charge:R:1 method="wB97M-V/def2-TZVPD" relative_energy_kcal_mol=108.3 gap_ev=10.2 lumo_ev=0.751 homo_ev=-9.46
C -1.68 0.97 0.84 -1.598
C -0.34 0.25 0.85 0.495
O -0.34 -0.66 1.87 -0.542
O 0.83 1.30 1.14 -0.604
C 0.36 -0.09 -0.44 1.974
C 0.35 0.94 -1.56 -1.731
C 1.69 -0.83 -0.36 -1.743
O -0.68 -1.29 -1.08 -0.353
O -1.12 -2.16 0.00 -0.330
H -1.85 1.43 1.81 0.442
H -1.74 1.76 0.09 0.383
H -2.47 0.24 0.67 0.329
H 0.39 -1.30 1.72 0.452
H 0.40 2.15 1.28 0.305
H -0.55 1.55 -1.57 0.367
H 1.22 1.60 -1.49 0.350
H 0.39 0.42 -2.53 0.443
H 2.27 -0.62 0.54 0.312
H 1.56 -1.91 -0.37 0.390
H 2.35 -0.63 -1.21 0.378
H -1.06 -3.10 -0.20 0.279

Entry 4:
156
Properties=species:S:1:pos:R:3:mulliken_charge:R:1 method="wB97M-V/def2-TZVPD" gap_ev=8.4 lumo_ev=0.160 homo_ev=-8.28
C 2.38 -0.23 -1.71 -1.512
C 1.25 0.77 -1.29 1.762
C 1.70 1.32 0.07 -2.109
C 1.28 1.96 -2.26 -1.346
C 0.56 1.76 -3.61 -0.723
C -0.82 1.12 -3.36 -1.131
C -0.84 -0.10 -2.46 1.592
C -2.34 -0.49 -2.14 -1.819
C -0.20 -1.35 -3.16 -1.653
N -0.16 0.25 -1.22 0.115
O -0.22 -0.79 -0.27 -0.458
H 2.80 -0.13 -2.71 0.295
H 3.19 -0.43 -1.00 0.401
H 1.81 -1.16 -1.71 0.270
H 2.69 1.77 -0.06 0.427
H 0.98 2.08 0.34 0.497
H 1.78 0.57 0.87 0.426
H 0.75 2.79 -1.79 0.473
H 2.29 2.33 -2.45 0.375
H 0.60 2.80 -3.92 0.407
H 1.20 1.17 -4.28 0.277
H -1.10 0.79 -4.37 0.382
H -1.49 1.90 -3.01 0.423
H -2.75 -0.54 -3.15 0.427
H -3.01 0.12 -1.54 0.382
H -2.39 -1.41 -1.56 0.390
H 0.21 -2.14 -2.53 0.319
H 0.63 -1.04 -3.80 0.389
H -0.94 -1.83 -3.80 0.376
H -0.63 -0.41 0.51 0.346
C -6.62 -4.13 4.34 -0.685
O -6.71 -2.74 4.65 -0.338
C -5.51 -2.10 5.02 -0.341
C -5.67 -0.57 5.24 -0.966
N -6.49 -0.29 6.43 -0.402
C -5.82 -0.86 7.64 -0.297
C -6.27 -0.22 8.92 -0.905
O -5.92 1.09 9.12 -0.335
C -4.73 1.10 9.96 -0.710
H -6.54 -4.69 5.27 0.251
H -5.71 -4.23 3.75 0.319
H -7.50 -4.28 3.73 0.229
H -4.90 -2.14 4.12 0.445
H -4.97 -2.48 5.89 0.333
H -6.28 -0.19 4.43 0.422
H -4.76 0.01 5.16 0.392
H -7.36 -0.78 6.25 0.303
H -4.75 -0.66 7.60 0.289
H -6.02 -1.92 7.75 0.261
H -6.01 -0.93 9.70 0.448
H -7.32 -0.27 9.21 0.446
H -3.91 0.55 9.48 0.276
H -4.87 0.72 10.97 0.295
H -4.39 2.12 10.11 0.269
C 12.02 4.45 0.44 -0.638
O 10.69 4.01 0.31 -0.386
C 10.57 2.72 -0.26 -0.467
C 11.03 2.73 -1.83 -0.828
N 12.14 1.90 -2.24 -0.100
C 12.56 1.97 -3.65 -0.662
C 13.92 1.28 -3.79 -0.595
O 14.87 2.03 -3.06 -0.387
C 15.11 1.89 -1.72 -0.451
H 12.52 4.61 -0.51 0.222
H 12.55 3.74 1.07 0.289
H 12.01 5.35 1.07 0.259
H 9.53 2.40 -0.21 0.281
H 11.05 2.08 0.48 0.372
H 11.38 3.73 -2.06 0.381
H 10.19 2.60 -2.51 0.393
H 11.91 0.96 -1.95 0.203
H 12.52 2.99 -4.03 0.438
H 11.84 1.33 -4.15 0.371
H 14.33 1.15 -4.79 0.359
H 13.71 0.27 -3.43 0.331
H 14.84 0.88 -1.42 0.280
H 14.51 2.61 -1.16 0.061
H 16.16 1.93 -1.44 0.274
C -14.05 -0.78 -11.57 -0.677
O -14.00 -1.52 -10.39 -0.323
C -14.15 -0.74 -9.11 -0.856
C -12.89 -0.84 -8.18 -0.224
N -11.77 -0.14 -8.71 -0.409
C -10.43 -0.57 -8.17 -0.677
C -10.22 -0.31 -6.61 -0.602
O -10.96 -1.32 -5.95 -0.268
C -10.74 -1.38 -4.56 -0.816
H -14.98 -0.22 -11.63 0.295
H -13.97 -1.40 -12.46 0.250
H -13.24 -0.06 -11.64 0.288
H -15.03 -1.19 -8.66 0.338
H -14.41 0.30 -9.35 0.429
H -12.84 -1.92 -8.30 0.230
H -12.94 -0.58 -7.13 0.377
H -11.85 -0.31 -9.70 0.190
H -9.69 0.07 -8.65 0.431
H -10.18 -1.62 -8.34 0.336
H -10.52 0.71 -6.35 0.318
H -9.17 -0.33 -6.32 0.493
H -9.75 -1.72 -4.23 0.289
H -11.50 -2.12 -4.30 0.256
H -11.03 -0.51 -3.97 0.331
C 2.97 -0.35 8.92 -0.653
O 4.27 -0.73 8.78 -0.332
C 4.91 -0.02 7.77 -0.518
C 6.37 -0.38 7.54 -0.276
N 7.13 0.68 7.26 -0.309
C 8.45 0.85 7.82 -0.623
C 8.72 2.36 8.24 -0.673
O 7.73 2.70 9.19 -0.263
C 8.27 3.70 10.05 -0.879
H 2.40 -0.51 8.01 0.285
H 2.98 0.71 9.15 0.281
H 2.47 -0.90 9.73 0.248
H 4.88 1.01 8.14 0.317
H 4.63 -0.20 6.73 0.261
H 6.60 -1.24 6.91 0.234
H 6.82 -0.67 8.49 0.337
H 6.69 1.56 7.47 0.167
H 9.20 0.52 7.11 0.332
H 8.55 0.25 8.72 0.309
H 8.61 3.11 7.46 0.316
H 9.73 2.43 8.62 0.509
H 7.38 4.18 10.46 0.259
H 8.79 4.49 9.51 0.356
H 9.04 3.32 10.72 0.317
O 3.38 5.96 8.54 -0.508
C 4.06 6.17 7.58 0.677
O 3.72 5.95 6.29 -0.349
C 4.83 6.03 5.39 -0.274
C 5.74 7.00 6.25 -0.257
O 5.32 6.77 7.61 -0.333
H 5.22 5.04 5.14 0.232
H 4.48 6.42 4.43 0.263
H 5.65 8.01 5.84 0.257
H 6.78 6.73 6.10 0.290
O -5.26 -9.67 -0.88 -0.570
C -5.68 -8.87 -1.76 0.687
O -6.89 -9.04 -2.46 -0.327
C -7.27 -7.79 -3.01 -0.306
C -5.85 -7.33 -3.37 -0.295
O -5.02 -7.91 -2.33 -0.273
H -7.92 -8.00 -3.86 0.258
H -7.82 -7.22 -2.27 0.249
H -5.83 -6.24 -3.36 0.313
H -5.71 -7.74 -4.37 0.264
O -0.78 -4.70 -8.83 -0.543
C -1.56 -4.28 -9.70 0.622
O -1.25 -3.34 -10.67 -0.317
C -2.41 -2.98 -11.39 -0.298
C -3.48 -3.71 -10.67 -0.228
O -2.89 -4.48 -9.66 -0.287
H -2.46 -1.89 -11.32 0.251
H -2.42 -3.33 -12.42 0.244
H -3.97 -4.20 -11.50 0.289
H -4.15 -2.91 -10.37 0.267

Entry 5:
18
Properties=species:S:1:pos:R:3:mulliken_charge:R:1 method="wB97M-V/def2-TZVPD" relative_energy_kcal_mol=13.9 gap_ev=12.1 lumo_ev=0.578 homo_ev=-11.49
C 2.80 2.58 -0.22 -0.706
C 2.99 1.13 -0.27 0.311
N 3.15 0.02 -0.35 -0.413
H 3.32 2.96 0.69 0.296
H 1.74 2.77 -0.18 0.278
H 3.24 3.00 -1.15 0.236
C -3.18 -2.16 2.02 -0.826
C -2.55 -0.99 1.44 0.379
N -1.91 -0.21 0.89 -0.351
H -2.88 -3.06 1.54 0.268
H -4.25 -2.12 2.08 0.282
H -2.85 -2.24 3.09 0.252
C 0.15 -0.73 -1.46 -0.946
C -0.12 0.66 -1.84 0.420
N -0.18 1.73 -2.18 -0.433
H 0.74 -1.25 -2.20 0.334
H -0.84 -1.20 -1.38 0.289
H 0.61 -0.89 -0.53 0.331

Entry 6:
30
Properties=species:S:1:pos:R:3:mulliken_charge:R:1 method="wB97M-V/def2-TZVPD" relative_energy_kcal_mol=46.5 gap_ev=3.2 lumo_ev=-10.827 charge=+1 homo_ev=-13.98
Al -0.84 0.83 0.97 1.382
C 0.53 0.66 6.47 0.648
F 0.95 1.91 6.54 -0.171
F 1.52 -0.17 6.19 -0.179
F -0.03 0.32 7.60 -0.152
S -0.75 0.45 5.06 1.144
O -1.16 -0.94 5.13 -0.437
O -1.84 1.36 5.36 -0.471
O -0.07 0.66 3.79 -0.473
C -0.86 2.33 -3.57 0.667
F -1.36 3.39 -4.18 -0.179
F -1.65 1.30 -3.77 -0.190
F 0.36 2.16 -4.07 -0.199
S -0.68 2.83 -1.73 1.264
O 0.39 2.04 -1.16 -0.644
O -0.54 4.27 -1.66 -0.520
O -1.86 2.30 -0.98 -0.625
C 1.59 -2.46 -2.17 -0.550
C 0.51 -1.75 -3.01 -0.477
C -0.62 -1.45 -2.11 -0.237
O 0.14 -1.22 -0.89 -0.316
C 1.08 -2.28 -0.75 -0.456
H 2.49 -1.90 -2.41 0.262
H 1.71 -3.51 -2.44 0.312
H 0.21 -2.34 -3.89 0.420
H 0.90 -0.88 -3.54 0.208
H -1.41 -2.19 -1.96 0.290
H -1.16 -0.57 -2.45 0.036
H 0.57 -3.15 -0.33 0.308
H 1.87 -2.01 -0.06 0.334

Entry 7:
69
Properties=species:S:1:pos:R:3:mulliken_charge:R:1 method="wB97M-V/def2-TZVPD" relative_energy_kcal_mol=68.8 gap_ev=5.2 lumo_ev=1.896 charge=-1 homo_ev=-3.26
C -35.12 -5.99 17.60 -0.175
O -35.11 -7.23 16.86 -0.149
O -34.91 -6.38 18.93 -0.903
C -34.22 -4.89 17.04 0.848
F -34.77 -4.40 15.96 -0.309
F -34.17 -3.77 17.74 -0.276
F -33.02 -5.36 16.67 -0.276
C -35.49 -7.21 15.54 0.078
C -35.25 -8.55 15.08 -1.387
H -36.06 -9.16 15.48 0.264
H -35.43 -8.67 14.01 0.403
H -34.33 -9.08 15.35 0.328
H -34.97 -6.64 14.76 0.197
H -36.57 -7.03 15.53 0.220
H -36.18 -5.73 17.57 0.140
C -35.78 -14.37 10.87 -0.837
C -35.53 -14.66 12.30 -0.258
O -36.04 -16.01 12.53 -0.530
H -35.30 -13.42 10.65 0.311
H -36.80 -14.30 10.49 0.267
H -35.27 -15.14 10.30 0.241
H -35.96 -14.04 13.08 0.284
H -34.46 -14.65 12.50 0.230
H -35.35 -16.65 12.34 0.292
C -30.38 -2.88 22.00 -0.888
C -29.96 -4.30 21.92 -0.308
O -31.05 -5.22 22.16 -0.519
H -30.69 -2.45 21.05 0.295
H -29.50 -2.43 22.47 0.286
H -31.17 -2.83 22.74 0.273
H -29.16 -4.42 22.65 0.300
H -29.46 -4.49 20.98 0.247
H -31.62 -5.13 21.39 0.313
C -33.70 1.94 17.73 -0.895
C -34.50 1.71 16.41 -0.202
O -35.65 0.88 16.64 -0.538
H -33.96 1.18 18.46 0.290
H -33.95 2.88 18.22 0.247
H -32.66 1.77 17.48 0.292
H -33.83 1.18 15.73 0.236
H -34.78 2.71 16.06 0.267
H -35.40 0.05 17.06 0.305
C -41.90 -10.11 13.34 -0.840
C -41.34 -10.78 12.03 -0.311
O -41.55 -12.24 12.04 -0.530
H -41.54 -9.09 13.20 0.306
H -41.38 -10.40 14.24 0.266
H -42.99 -10.01 13.41 0.279
H -40.26 -10.65 12.03 0.236
H -41.65 -10.29 11.10 0.296
H -40.77 -12.67 12.39 0.298
C -31.33 -2.57 11.43 -1.002
C -31.65 -2.76 9.97 -0.203
O -32.97 -2.53 9.61 -0.536
H -32.01 -3.05 12.14 0.289
H -31.20 -1.50 11.59 0.293
H -30.33 -2.88 11.73 0.328
H -31.25 -3.69 9.55 0.308
H -30.99 -2.08 9.44 0.224
H -33.41 -1.74 9.93 0.300
C -36.32 -13.36 19.33 -0.975
C -35.14 -12.72 19.84 -0.248
O -35.25 -11.37 20.19 -0.506
H -37.10 -13.10 20.06 0.269
H -36.17 -14.43 19.38 0.312
H -36.61 -12.97 18.35 0.287
H -34.44 -12.83 19.01 0.239
H -34.63 -13.24 20.65 0.332
H -35.64 -10.81 19.50 0.288

Entry 8:
70
Properties=species:S:1:pos:R:3:mulliken_charge:R:1 method="wB97M-V/def2-TZVPD" gap_ev="8.5 / 6.3" multiplicity=5 lumo_ev="-2.506 / -4.801" charge=+1 homo_ev="-10.98 / -11.10"
Rh -0.87 -0.86 1.83 0.227
C -1.68 -0.17 3.89 -0.516
C -0.45 -0.87 4.12 -1.053
C -0.71 -2.26 3.99 -0.462
C -2.08 -2.41 3.71 -0.379
C -2.68 -1.13 3.63 -0.261
H -1.85 0.88 4.06 0.589
H 0.47 -0.44 4.48 0.589
H 0.00 -3.05 4.17 0.491
H -2.61 -3.35 3.59 0.520
H -3.72 -0.92 3.46 0.480
N -2.99 -0.63 -0.90 -0.052
C -2.62 0.62 -0.42 0.599
C -2.99 1.72 -1.20 -0.681
C -2.64 2.99 -0.80 -0.511
C -1.94 3.15 0.39 -1.137
C -1.64 2.03 1.12 -0.317
N -1.98 0.78 0.73 0.544
C -2.67 -1.94 -0.59 0.745
C -3.08 -2.91 -1.51 -0.884
C -2.78 -4.23 -1.30 -0.552
C -2.08 -4.58 -0.15 -1.038
C -1.72 -3.58 0.72 -0.326
N -2.02 -2.28 0.52 0.487
H -3.49 -0.56 -1.76 0.141
H -3.53 1.56 -2.13 0.393
H -2.91 3.84 -1.41 0.434
H -1.65 4.13 0.74 0.480
H -1.12 2.12 2.06 0.395
H -3.62 -2.60 -2.40 0.448
H -3.09 -4.98 -2.01 0.434
H -1.81 -5.61 0.06 0.464
H -1.18 -3.81 1.62 0.500
C 3.49 -1.60 0.03 -1.665
C 2.81 -0.98 -1.20 1.761
C 2.16 -2.07 -2.07 -1.575
C 3.78 -0.14 -2.02 -1.646
Si 1.38 0.10 -0.51 -1.024
O 0.34 -0.93 0.20 0.149
C 2.10 1.36 0.71 0.750
C 1.57 1.43 2.01 1.147
C 2.03 2.33 2.96 -0.610
C 3.06 3.20 2.63 -0.730
C 3.59 3.17 1.35 -0.917
C 3.12 2.27 0.41 -0.376
C 0.55 1.04 -1.92 1.180
C 0.62 2.43 -2.03 -0.136
C -0.03 3.11 -3.06 -0.787
C -0.78 2.40 -3.99 -0.616
C -0.88 1.02 -3.89 -1.066
C -0.23 0.35 -2.86 -0.041
H 4.29 -2.29 -0.29 0.510
H 2.78 -2.17 0.63 0.184
H 3.95 -0.84 0.66 0.317
H 2.91 -2.82 -2.35 0.501
H 1.75 -1.64 -2.98 0.320
H 1.36 -2.59 -1.53 0.186
H 4.51 -0.79 -2.51 0.490
H 4.34 0.56 -1.40 0.289
H 3.26 0.42 -2.81 0.301
H 0.76 0.75 2.27 -0.494
H 1.60 2.35 3.96 0.435
H 3.44 3.90 3.37 0.400
H 4.38 3.86 1.09 0.428
H 3.55 2.29 -0.59 0.390
H 1.20 3.01 -1.31 0.370
H 0.04 4.19 -3.13 0.445
H -1.28 2.92 -4.80 0.403
H -1.47 0.46 -4.61 0.441
H -0.31 -0.73 -2.78 0.497

Entry 9:
19
Properties=species:S:1:pos:R:3:mulliken_charge:R:1 method="wB97M-V/def2-TZVPD" relative_energy_kcal_mol=138.7 gap_ev=8.6 lumo_ev=-4.140 charge=+1 homo_ev=-12.77
H -1.34 0.74 -2.48 0.294
N -1.07 1.10 -1.56 -0.425
C -1.09 0.99 -0.36 0.383
C -1.74 0.22 0.91 -0.641
C -1.60 -1.13 0.78 0.494
N -1.22 -2.23 0.53 -0.126
C -0.70 1.35 0.97 0.136
C 0.75 1.32 1.29 -0.942
C 1.50 0.49 0.56 0.024
O 0.90 -0.38 -0.32 -0.156
C 1.67 -0.99 -1.28 -0.766
H -2.77 0.55 1.32 0.412
H -1.13 -3.16 0.27 0.245
H -1.12 2.31 1.26 0.484
H 0.96 1.88 2.30 0.316
H 2.55 0.45 0.50 0.401
H 1.14 -0.79 -2.22 0.258
H 2.72 -0.66 -1.44 0.361
H 1.59 -2.07 -1.01 0.249